[1]
27
Properties=species:S:1:pos:R:3 method="wB97M-V/def2-TZVPD" energy_ha=-478.2956 e_lumo_ev=-4.12 gap_ev=9.319 relative_energy_ev=4.340 charge=+1 e_homo_ha=-0.494
C -1.01064 0.04150 -0.30847
C -1.68473 -0.47211 -1.47880
C -1.80305 0.94861 0.31719
C -1.35999 -1.34408 -2.61643
C -1.72858 1.74649 1.51724
C 0.93906 -1.32124 1.25441
C 1.48178 0.96808 1.08035
C 1.51732 -0.60911 -0.92045
N -2.84202 0.06876 -1.42930
N -2.92793 0.89438 -0.37805
N 0.92234 -0.23992 0.30938
H -0.84086 -2.35711 -2.42205
H -2.20415 -1.38455 -3.17185
H -0.64493 -0.76001 -3.34750
H -2.05875 1.05663 2.35174
H -0.81071 2.10266 1.87699
H -2.33767 2.58228 1.35511
H 1.97998 -1.38160 1.61017
H 0.13427 -1.25463 2.05022
H 0.84079 -2.28259 0.82078
H 0.94628 1.74449 0.78045
H 1.29249 0.59045 2.10435
H 2.55477 1.06253 0.93582
H 1.66000 0.22240 -1.63503
H 2.56575 -0.72592 -0.76834
H 1.02091 -1.33530 -1.47507
H -3.87349 1.39015 -0.23684

=====

[2]
17
Properties=species:S:1:pos:R:3 method="wB97M-V/def2-TZVPD" energy_ha=-346.7690 e_lumo_ev=0.75 gap_ev=9.529 relative_energy_ev=6.977 e_homo_ha=-0.323
C 2.03977 -0.37748 -1.86356
C 2.05502 0.87218 -1.49994
C -2.15427 -0.83035 0.75476
C -0.57414 1.28868 0.93932
C -0.83669 -0.24242 0.91766
O 0.02388 -2.29298 1.05560
O 0.17587 -0.94745 1.06494
H 1.61993 -0.60870 -2.77692
H 2.61329 -1.04863 -1.29122
H 1.82379 1.71681 -2.09014
H -3.09967 -0.16995 0.66752
H -2.13391 -1.64828 0.04521
H -2.31179 -1.37525 1.75367
H 0.49141 1.43478 0.75081
H -0.99859 1.36983 1.87891
H -1.09893 1.84710 0.13814
H 2.36504 1.01212 -0.44477

=====

[3]
9
Properties=species:S:1:pos:R:3 method="wB97M-V/def2-TZVPD" energy_ha=-412.7350 e_lumo_ev="-1.11 / -1.11" gap_ev="8.489 / 8.489" relative_energy_ev=0.832 e_homo_ha="-0.353 / -0.353"
C 1.08611 1.94398 -0.03798
N 2.21377 1.84625 0.14968
N -0.12970 2.33854 0.01593
N -1.17088 1.65040 0.04708
N -2.45691 -0.22423 0.44778
N -1.71559 0.60071 -0.05622
F 2.91512 -0.69851 0.20695
H 3.18458 0.14282 -0.09700
H -3.30379 -0.59640 0.11273

=====

[4]
7
Properties=species:S:1:pos:R:3 method="wB97M-V/def2-TZVPD" energy_ha=-261.9550 e_lumo_ev="0.58 / 0.58" gap_ev="9.258 / 9.258" smiles="O/N=c1/cn1" relative_energy_ev=5.685 e_homo_ha="-0.319 / -0.319"
C -0.73770 0.79098 -1.25774
C 0.02243 0.26319 -0.24081
N 0.20443 1.55560 -0.95667
N 0.10327 -0.92697 0.60473
O 1.08791 -0.83493 1.57095
H -1.56499 0.78341 -1.91925
H 0.88464 -1.63128 2.19879